No. 1
152
Properties=species:S:1:pos:R:3:lowdin_charge:R:1 method="wB97M-V/def2-TZVPD" homo_energy_ev=-11.8 relative_energy_ev=0.000 charge=+1
C 2.54 -2.25 1.37 0.11
C 2.61 -3.07 0.33 -0.12
N 1.64 -3.03 -0.71 0.09
C 0.57 -3.78 -1.11 -0.31
N 0.12 -4.89 -0.53 -0.07
C -1.04 -5.52 -1.15 -0.14
C -0.79 -6.02 -2.56 -0.10
C -1.12 -7.48 -2.69 -0.46
N -0.38 -8.24 -3.66 0.10
O -2.01 -7.99 -2.03 0.11
C 0.67 -5.48 0.67 -0.19
C 0.32 -4.81 2.01 -0.73
C 0.09 -5.84 3.07 -0.16
I -1.40 -3.54 1.88 0.96
N -0.02 -3.25 -2.17 0.20
C 0.68 -2.19 -2.47 -0.39
P 0.30 -1.10 -3.88 0.93
C -1.11 -0.14 -3.25 -0.25
C -0.45 -2.22 -5.07 -0.28
N 1.69 -2.00 -1.63 -0.01
C 2.67 -0.94 -1.64 -0.09
C 4.00 -1.38 -2.17 -0.18
O 5.05 -1.21 -1.55 0.06
H 3.43 -1.93 1.86 0.08
H 1.62 -1.89 1.79 0.07
H 3.39 -3.78 0.25 0.12
H -1.34 -6.33 -0.52 0.11
H -1.85 -4.82 -1.14 0.10
H 0.21 -5.85 -2.89 0.11
H -1.43 -5.49 -3.23 0.12
H 0.60 -8.15 -3.42 0.08
H -0.44 -7.74 -4.54 0.09
H 1.74 -5.52 0.63 0.12
H 0.33 -6.49 0.72 0.12
H 1.12 -4.19 2.33 0.03
H -0.41 -5.40 3.91 0.05
H 1.01 -6.26 3.42 0.09
H -0.55 -6.63 2.71 0.08
H -1.87 -0.80 -2.89 0.04
H -1.49 0.46 -4.05 0.04
H -0.76 0.46 -2.43 0.04
H 0.28 -2.84 -5.54 0.04
H -1.21 -2.84 -4.61 0.03
H -0.95 -1.59 -5.78 0.04
H 2.78 -0.46 -0.70 0.13
H 2.28 -0.21 -2.33 0.10
H 4.00 -1.84 -3.17 0.14
O 0.76 -1.53 5.40 -0.30
S -0.47 -0.98 5.90 0.54
O -1.59 -0.88 5.01 -0.30
O -0.18 0.42 6.56 -0.26
C 0.55 1.46 5.82 -0.21
C -0.20 2.12 4.68 -0.07
C -0.96 -1.82 7.36 -0.11
H 1.49 1.04 5.48 0.11
H 0.79 2.19 6.59 0.12
H -0.39 1.41 3.87 0.07
H 0.38 2.95 4.28 0.08
H -1.17 2.50 5.01 0.08
H -0.11 -1.88 8.03 0.08
H -1.28 -2.81 7.05 0.08
H -1.78 -1.27 7.81 0.08
O -1.26 4.69 3.15 -0.29
S -2.43 5.30 2.56 0.56
O -2.26 6.36 1.62 -0.26
O -3.39 5.76 3.72 -0.26
C -2.85 6.63 4.75 -0.24
C -2.64 8.06 4.27 -0.07
C -3.47 4.07 1.86 -0.11
H -1.93 6.20 5.13 0.11
H -3.58 6.60 5.55 0.12
H -1.87 8.11 3.51 0.07
H -2.34 8.68 5.11 0.08
H -3.56 8.46 3.85 0.09
H -3.61 3.27 2.57 0.08
H -2.96 3.70 0.97 0.07
H -4.41 4.53 1.58 0.07
O 5.94 -0.61 6.09 -0.27
S 5.71 -1.97 5.75 0.56
O 6.05 -3.01 6.67 -0.27
O 6.41 -2.27 4.35 -0.27
C 7.83 -1.96 4.24 -0.24
C 8.71 -2.95 4.96 -0.07
C 4.06 -2.19 5.21 -0.13
H 8.00 -0.94 4.58 0.12
H 8.03 -1.98 3.17 0.12
H 8.56 -2.90 6.04 0.07
H 9.76 -2.72 4.75 0.08
H 8.50 -3.97 4.64 0.08
H 3.81 -1.42 4.49 0.06
H 3.42 -2.11 6.08 0.07
H 3.96 -3.19 4.78 0.07
O -5.42 -0.30 1.13 -0.29
S -6.57 -0.19 1.97 0.55
O -6.71 0.96 2.81 -0.27
O -6.67 -1.50 2.84 -0.26
C -5.51 -1.86 3.61 -0.24
C -5.32 -0.98 4.84 -0.07
C -8.03 -0.41 1.03 -0.12
H -4.62 -1.83 2.98 0.10
H -5.66 -2.89 3.92 0.12
H -5.10 0.05 4.56 0.07
H -4.48 -1.35 5.43 0.07
H -6.22 -0.97 5.44 0.09
H -7.93 -1.29 0.40 0.08
H -8.15 0.49 0.41 0.08
H -8.87 -0.51 1.71 0.08
O -1.31 2.47 -7.40 -0.28
S -0.79 3.51 -6.57 0.55
O -0.57 3.25 -5.18 -0.29
O -1.68 4.80 -6.73 -0.25
C -3.11 4.67 -6.50 -0.21
C -3.46 4.54 -5.04 -0.10
C 0.68 4.16 -7.27 -0.12
H -3.49 3.83 -7.08 0.12
H -3.53 5.58 -6.91 0.13
H -3.09 3.61 -4.62 0.05
H -4.55 4.55 -4.91 0.08
H -3.03 5.36 -4.46 0.08
H 0.51 4.37 -8.32 0.08
H 1.45 3.40 -7.16 0.08
H 0.95 5.06 -6.73 0.08
O 7.43 0.62 -5.04 -0.28
S 8.73 0.01 -5.08 0.56
O 9.01 -0.99 -6.06 -0.27
O 9.06 -0.55 -3.64 -0.26
C 8.09 -1.46 -3.06 -0.25
C 8.13 -2.84 -3.68 -0.07
C 9.97 1.25 -5.13 -0.12
H 7.10 -1.02 -3.12 0.09
H 8.35 -1.52 -2.00 0.12
H 7.82 -2.81 -4.72 0.07
H 7.45 -3.50 -3.14 0.08
H 9.13 -3.25 -3.65 0.09
H 9.77 1.99 -4.37 0.08
H 9.93 1.69 -6.13 0.08
H 10.94 0.77 -4.97 0.08
O -5.08 5.64 -0.83 -0.26
S -4.83 5.22 -2.17 0.57
O -4.28 6.11 -3.13 -0.29
O -6.16 4.57 -2.75 -0.26
C -7.37 5.38 -2.72 -0.24
C -7.37 6.48 -3.76 -0.07
C -3.86 3.76 -2.16 -0.12
H -7.50 5.78 -1.71 0.12
H -8.18 4.68 -2.91 0.12
H -6.60 7.22 -3.56 0.07
H -8.34 6.98 -3.75 0.08
H -7.19 6.07 -4.75 0.08
H -4.27 3.05 -1.45 0.08
H -2.86 4.06 -1.86 0.09
H -3.84 3.34 -3.16 0.03

***

No. 2
99
Properties=species:S:1:pos:R:3:lowdin_charge:R:1 method="wB97M-V/def2-TZVPD" homo_energy_ev=-4.9 charge=-1
C -0.03 3.59 6.72 -0.14
O -1.21 3.00 7.25 -0.22
C -1.06 1.55 7.30 -0.22
C -1.76 1.02 8.59 -0.16
C -2.24 -0.47 8.51 -0.22
C -2.98 -0.84 7.18 -0.20
C -1.95 -1.51 6.18 -0.22
C -2.40 -1.39 4.69 -0.22
C -1.67 -2.40 3.71 -0.20
C -0.61 -1.70 2.78 -0.22
C -1.10 -1.56 1.29 -0.22
C 0.08 -0.97 0.43 -0.20
C 0.12 -1.52 -1.06 -0.19
C -0.22 -0.40 -2.13 -0.16
C 0.75 -0.40 -3.35 -0.23
C 2.27 -0.24 -2.96 -0.64
O 2.67 -0.07 -1.80 -0.03
O 3.06 -0.25 -3.97 -0.12
N 0.48 0.64 -4.37 -0.22
N -0.01 1.84 -3.82 0.05
C -0.32 0.16 -5.49 -0.11
C -0.08 1.30 -6.65 -0.19
C 0.26 0.66 -8.14 -0.07
O -1.09 1.38 -7.66 -0.18
H -0.27 4.66 6.51 0.09
H 0.30 3.15 5.75 0.09
H 0.82 3.57 7.45 0.09
H 0.04 1.33 7.28 0.12
H -1.48 1.17 6.35 0.11
H -2.55 1.75 8.88 0.11
H -1.00 1.06 9.41 0.11
H -1.44 -1.21 8.73 0.09
H -3.00 -0.59 9.34 0.10
H -3.84 -1.54 7.31 0.11
H -3.34 0.12 6.74 0.11
H -0.91 -1.15 6.34 0.11
H -1.95 -2.60 6.43 0.11
H -3.50 -1.53 4.54 0.11
H -2.16 -0.35 4.35 0.10
H -2.44 -2.94 3.11 0.10
H -1.14 -3.16 4.33 0.10
H 0.38 -2.22 2.78 0.10
H -0.42 -0.67 3.15 0.10
H -1.50 -2.52 0.87 0.10
H -1.97 -0.85 1.30 0.11
H 1.03 -1.22 0.98 0.10
H 0.03 0.15 0.44 0.11
H 1.16 -1.91 -1.19 0.10
H -0.56 -2.40 -1.11 0.09
H -1.27 -0.62 -2.46 0.11
H -0.26 0.56 -1.59 0.09
H 0.67 -1.41 -3.83 0.15
H 0.67 2.57 -4.04 0.09
H -0.93 2.10 -4.19 0.08
H -1.43 0.17 -5.30 0.12
H 0.05 -0.77 -5.95 0.12
H 0.48 2.24 -6.35 0.15
H 1.17 1.38 -8.15 0.05
H -0.05 1.01 -9.15 0.10
C -2.56 -2.85 12.59 -0.27
S -1.80 -3.94 11.38 0.81
O -1.70 -3.18 10.10 -0.55
C -3.20 -5.07 11.23 -0.27
H -1.87 -2.04 12.81 0.05
H -3.49 -2.44 12.20 0.06
H -2.76 -3.41 13.51 0.05
H -4.09 -4.51 10.91 0.06
H -3.38 -5.55 12.18 0.05
H -2.96 -5.82 10.48 0.05
C 4.10 -0.55 -6.70 -0.27
S 4.69 1.00 -7.38 0.81
O 3.51 1.77 -7.85 -0.57
C 5.49 0.29 -8.83 -0.27
H 3.54 -0.32 -5.79 0.01
H 3.45 -1.05 -7.43 0.06
H 4.94 -1.19 -6.45 0.04
H 4.75 -0.25 -9.43 0.05
H 6.29 -0.38 -8.52 0.05
H 5.91 1.10 -9.43 0.04
C 6.95 -0.62 -2.43 -0.26
S 6.90 -0.43 -4.22 0.79
O 8.30 -0.57 -4.73 -0.58
C 6.51 1.33 -4.20 -0.27
H 7.22 -1.65 -2.21 0.05
H 7.70 0.05 -2.01 0.05
H 5.96 -0.40 -2.02 0.06
H 7.28 1.88 -3.67 0.05
H 5.54 1.48 -3.73 0.06
H 6.46 1.68 -5.23 0.01
C -5.53 3.03 -9.67 -0.28
S -5.25 3.24 -7.91 0.80
O -6.32 4.13 -7.39 -0.57
C -3.75 4.23 -8.07 -0.27
H -6.45 2.46 -9.81 0.05
H -5.63 4.00 -10.15 0.05
H -4.70 2.48 -10.11 0.05
H -3.97 5.13 -8.66 0.05
H -2.98 3.64 -8.56 0.05
H -3.42 4.52 -7.08 0.05

***

No. 3
70
Properties=species:S:1:pos:R:3:lowdin_charge:R:1 method="wB97M-V/def2-TZVPD" homo_energy_ev=-9.4 relative_energy_ev=6.358 smiles="NC(N)=O.NC(N)=O.NC(N)=O.NC(N)=O.NC(N)=O.NC(N)=O.NC(N)=O.NC(N)=O.CO"
N -3.33 5.56 -4.67 0.15
C -4.03 5.34 -5.79 -0.76
N -4.54 6.44 -6.30 0.14
O -4.29 4.26 -6.28 0.05
H -2.79 4.83 -4.22 0.11
H -3.18 6.48 -4.28 0.10
H -4.50 7.40 -6.00 0.10
H -4.64 6.44 -7.31 0.11
N 6.35 1.85 7.06 0.15
C 5.81 1.25 6.00 -0.78
N 5.76 -0.05 6.14 0.15
O 5.54 1.82 4.97 0.04
H 6.43 2.85 7.14 0.12
H 6.47 1.26 7.87 0.10
H 5.60 -0.26 7.11 0.10
H 5.20 -0.55 5.47 0.12
N -1.41 1.80 7.03 0.16
C -1.56 2.46 8.15 -0.80
N -0.50 2.46 8.91 0.16
O -2.57 3.08 8.41 0.03
H -0.46 1.51 6.86 0.10
H -2.09 1.65 6.30 0.12
H 0.31 1.89 8.70 0.11
H -0.48 3.00 9.76 0.12
N 2.13 0.13 -1.20 0.16
C 0.87 0.14 -1.30 -0.81
N 0.57 0.25 -2.55 0.15
O 0.09 -0.16 -0.40 0.02
H 2.59 0.04 -0.30 0.13
H 2.76 0.26 -1.98 0.12
H -0.39 0.17 -2.84 0.12
H 1.28 0.16 -3.27 0.11
N 4.30 1.67 -8.86 0.17
C 5.28 1.17 -8.24 -0.81
N 6.43 1.26 -8.85 0.17
O 5.14 0.63 -7.13 -0.01
H 4.55 2.25 -9.65 0.11
H 3.47 1.88 -8.31 0.13
H 7.22 0.96 -8.30 0.12
H 6.54 1.79 -9.70 0.11
N -7.28 2.51 3.45 0.17
C -6.85 1.69 2.52 -0.85
N -6.04 2.23 1.70 0.16
O -7.04 0.51 2.47 0.05
H -7.74 2.11 4.25 0.12
H -6.87 3.43 3.37 0.11
H -5.63 1.59 1.03 0.13
H -5.72 3.18 1.81 0.11
N -5.93 -6.07 5.55 0.16
C -4.65 -5.88 5.35 -0.74
N -4.36 -4.74 4.71 0.14
O -3.70 -6.58 5.74 0.00
H -6.65 -5.47 5.18 0.11
H -6.21 -6.98 5.89 0.12
H -3.42 -4.42 4.53 0.11
H -5.16 -4.23 4.36 0.10
N -0.14 -3.58 -6.80 0.17
C -1.12 -3.15 -7.54 -0.83
N -2.26 -3.33 -7.04 0.17
O -0.97 -2.62 -8.64 0.01
H 0.72 -3.06 -6.91 0.13
H -0.45 -4.29 -6.16 0.11
H -2.37 -3.79 -6.15 0.11
H -3.09 -3.32 -7.63 0.13
C 7.23 -5.47 1.36 -0.17
O 7.56 -4.21 0.79 -0.12
H 7.41 -6.23 0.60 0.07
H 7.85 -5.57 2.25 0.08
H 6.18 -5.65 1.59 0.07
H 6.82 -3.97 0.22 0.07

***

No. 4
19
Properties=species:S:1:pos:R:3:lowdin_charge:R:1 method="wB97M-V/def2-TZVPD" homo_energy_ev=-14.0 relative_energy_ev=3.930 charge=+1 smiles="C=[N+](C)C/C=N/CO"
C 0.42 -2.10 -0.21 0.19
N -0.40 -1.54 0.60 -0.19
C -1.77 -1.23 0.24 0.00
C 0.02 -0.50 1.54 -0.08
C 0.23 0.83 0.72 -0.10
N 0.77 0.75 -0.40 0.06
C 1.08 1.76 -1.37 -0.28
O 1.13 3.07 -0.89 -0.03
H 1.45 -2.40 -0.03 0.14
H 0.05 -2.40 -1.16 0.11
H -2.37 -1.60 1.19 0.16
H -1.79 -0.21 0.25 0.05
H -2.07 -1.84 -0.65 0.13
H 0.79 -0.87 2.23 0.14
H -0.91 -0.31 2.20 0.15
H 0.25 1.79 1.24 0.14
H 2.07 1.48 -1.67 0.11
H 0.35 1.68 -2.31 0.18
H 0.70 3.65 -1.53 0.10

***

| no. | gap between HOMO and LUMO (eV) |
| --- | --- |
| 1 | 8.76 |
| 2 | 6.34 |
| 3 | 9.58 |
| 4 | 9.23 |